Below is C19H30N3OPPbSi as an isolated structure at a distorted geometry, with properties calculated with ωB97M-V with the def2-TZVPD basis set.

As for the net charge: 0. Its LUMO energy (spin up / spin down) is -0.595 / -0.514 eV. The value obtained for the HOMO energy (spin up / spin down) is -4.43 / -5.45 eV. The frontier orbital gap (spin up / spin down) comes out at 3.83 / 4.93 eV. The calculated total energy comes out at -49117.6003 eV.

Last column: Löwdin charge in e.
Element x y z (Å)
Pb  -1.06845  0.60258  1.01355  1.391
Si  -1.37528  -2.49726  -0.79982  0.458
P  2.40373  1.80956  -2.91434  0.916
N  -2.12119  -1.01639  -0.28781  -0.332
H  3.05519  1.50232  -1.66866  0.038
C  2.16382  3.57770  -3.07438  -0.207
H  2.32354  3.87347  -4.12047  0.060
H  2.88004  4.10965  -2.43425  0.064
H  1.14285  3.84042  -2.76960  0.063
C  3.43509  1.17195  -4.23678  -0.208
H  3.48570  1.91750  -5.04671  0.060
H  3.00276  0.23617  -4.60816  0.058
H  4.44118  0.98630  -3.84110  0.061
C  0.81850  0.97708  -2.99326  -0.180
H  0.05027  1.70652  -3.27154  0.064
H  0.56208  0.51349  -2.03336  0.035
H  0.87720  0.20206  -3.77475  0.065
C  0.43081  -2.67776  -0.36614  -0.259
H  0.67973  -2.29280  0.62708  -0.008
H  1.06211  -2.19736  -1.12163  -0.001
H  0.65483  -3.75570  -0.38342  0.031
H  -2.03015  -3.67163  -0.16798  -0.025
H  -1.42551  -2.59922  -2.28160  -0.030
C  -3.44244  -0.75787  -0.59939  -0.433
C  -5.35534  0.75972  -0.53542  -0.110
C  -3.98884  0.54042  -0.39754  -0.119
C  -4.29944  -1.77991  -1.08777  -0.077
C  -5.66671  -1.53950  -1.23468  -0.099
C  -6.20113  -0.27774  -0.95120  -0.123
H  -5.76285  1.75276  -0.32824  0.100
H  -3.33558  1.39077  -0.14665  0.024
H  -3.89704  -2.77165  -1.33313  0.064
H  -6.31530  -2.34971  -1.58015  0.102
H  -7.27536  -0.10213  -1.06737  0.094
C  2.44523  0.62037  0.17472  -0.665
O  1.19049  0.35008  0.20731  -0.376
C  2.96040  1.85771  0.81330  -0.088
H  3.98457  2.06482  0.45830  0.072
H  3.00973  1.74723  1.90230  0.082
H  2.31423  2.71137  0.56356  0.070
C  3.38818  -0.44264  -0.25064  -0.093
H  4.34833  -0.00292  -0.55296  0.068
H  2.96776  -1.01885  -1.08269  0.059
H  3.59956  -1.12892  0.58462  0.087
N  0.79021  -1.35815  8.26583  0.093
C  0.49572  -1.18185  7.14775  -0.225
C  0.12274  -0.94989  5.77063  -0.286
C  0.85294  -1.51288  4.71842  -0.060
C  0.46814  -1.27134  3.41473  -0.178
N  -0.61440  -0.50017  3.12336  -0.196
C  -1.32352  0.05549  4.14204  -0.223
C  -0.97468  -0.13577  5.46631  -0.063
H  1.72989  -2.13049  4.91999  0.110
H  1.01587  -1.68994  2.56798  0.080
H  -2.18852  0.67605  3.87444  0.083
H  -1.54459  0.34948  6.25781  0.110


Below is C3H4O2Sn as an isolated structure at a distorted geometry, with properties calculated with ωB97M-V with the def2-TZVPD basis set.

As for the net charge: 0. Its LUMO energy (spin up / spin down) is -0.042 / -0.042 eV. The value obtained for the HOMO energy (spin up / spin down) is -6.36 / -6.36 eV. The frontier orbital gap (spin up / spin down) comes out at 6.32 / 6.32 eV. The calculated total energy comes out at -13095.0937 eV.

Last column: Löwdin charge in e.
Element x y z (Å)
C  0.06309  0.86866  1.98420  -0.291
O  0.22646  0.77934  -1.36182  -0.249
C  -0.08041  -0.54537  -1.04812  -0.159
C  -0.23462  -0.87023  0.25538  -0.222
O  -0.90676  0.03598  1.02818  -0.528
Sn  -0.60995  1.99676  0.30616  1.065
H  0.47870  0.88587  -2.28254  0.120
H  0.13523  -1.27753  -1.82497  0.117
H  0.26647  -1.77090  0.62965  0.135
H  0.66178  -0.10258  2.31389  0.012


Below is C42H50HfN3O5PSe4Si as an isolated structure at a distorted geometry, with properties calculated with ωB97M-V with the def2-TZVPD basis set.

As for the net charge: 0. Its LUMO energy is -0.357 eV. The value obtained for the HOMO energy is -6.80 eV. The frontier orbital gap comes out at 6.44 eV. The calculated total energy comes out at -338941.4669 eV.

Last column: Löwdin charge in e.
Element x y z (Å)
Hf  1.66500  -1.27051  -0.54032  1.085
Se  3.20346  -3.47764  -0.48809  0.055
Se  1.76357  -4.20401  -2.20194  -0.019
Se  1.93416  -2.41189  -3.71873  -0.030
Se  0.37637  -0.82608  -3.01144  0.001
O  3.40118  -0.11918  0.05262  -0.168
C  3.45625  -0.04976  -1.20892  -0.359
C  4.43036  0.90701  -1.78036  -0.230
C  5.79607  0.64843  -1.80097  -0.018
C  6.65286  1.59384  -2.34411  -0.072
C  6.15449  2.79543  -2.83800  -0.080
C  4.79586  3.06290  -2.78384  -0.070
C  3.92096  2.11796  -2.25669  -0.319
P  2.12297  2.21643  -2.08780  1.094
C  1.56921  3.61511  -3.10193  -0.368
C  1.29971  3.33517  -4.44177  -0.092
C  0.86023  4.33748  -5.29277  -0.080
C  0.66430  5.62371  -4.80900  -0.087
C  0.91654  5.90741  -3.47385  -0.083
C  1.37507  4.90944  -2.62658  -0.090
C  1.88199  2.71127  -0.35461  -0.282
C  0.56078  2.25743  0.23922  -0.291
C  0.51380  2.31215  1.79572  -0.163
C  1.56874  3.09503  2.50592  -0.037
C  2.65178  3.50105  1.85061  -0.043
C  2.83624  3.22983  0.42506  -0.045
H  6.17672  -0.28854  -1.41475  0.121
H  7.71587  1.39374  -2.38404  0.104
H  6.83155  3.52535  -3.26268  0.103
H  4.40284  3.99929  -3.16360  0.107
H  1.41418  2.32145  -4.81015  0.102
H  0.65625  4.10841  -6.33087  0.104
H  0.31043  6.40292  -5.47203  0.101
H  0.75906  6.90832  -3.09189  0.103
H  1.57471  5.13694  -1.58593  0.100
H  -0.49890  0.42506  0.21078  0.098
H  -0.48267  2.59593  2.15087  0.141
H  1.41214  3.35800  3.54423  0.107
H  3.41356  4.08455  2.35254  0.110
H  3.78768  3.50606  -0.01523  0.112
C  -2.65474  4.11595  -1.88744  -0.073
C  -2.05455  4.76272  -0.81449  -0.069
C  -1.03205  4.14303  -0.11546  -0.031
C  -0.60322  2.87220  -0.48615  -0.187
C  -1.20957  2.22512  -1.55537  -0.046
C  -2.23302  2.84814  -2.25535  -0.050
N  0.47933  0.72165  0.34122  0.065
N  0.62853  0.85531  1.76252  0.003
C  1.30451  -0.05688  2.49918  -0.274
C  1.54520  0.15962  3.86587  0.003
C  2.14649  -0.84405  4.58146  -0.048
C  2.48293  -2.04068  3.94870  -0.059
C  2.21491  -2.16286  2.60850  -0.137
N  1.64777  -1.18567  1.87490  0.039
H  -3.45186  4.60204  -2.43485  0.105
H  -2.38506  5.75150  -0.52332  0.106
H  -0.55502  4.65556  0.71365  0.124
H  -0.87374  1.24073  -1.86020  0.029
H  -2.69408  2.33808  -3.09129  0.113
H  1.23990  1.08408  4.33240  0.107
H  2.34077  -0.70615  5.63743  0.113
H  2.93740  -2.86066  4.48469  0.108
H  2.44307  -3.06623  2.05923  0.036
C  -3.30824  0.83497  1.71174  -0.013
C  -2.81684  -0.53154  2.17178  -0.621
C  -2.14461  -0.42852  3.53784  -0.014
C  -3.97284  -1.52314  2.22344  -0.016
O  -1.82993  -0.94638  1.21899  -0.122
Si  -1.39835  -2.46685  0.73150  0.015
O  -0.08615  -2.21720  -0.15499  -0.443
O  -2.54421  -3.26791  -0.10322  -0.101
C  -3.18979  -2.98497  -1.35706  -0.622
C  -3.32373  -1.48299  -1.57371  -0.026
C  -2.34161  -3.61322  -2.45535  -0.027
C  -4.56133  -3.63831  -1.27621  -0.025
O  -1.13389  -3.30878  2.10732  -0.095
C  -1.02353  -4.73130  2.28234  -0.628
C  -0.31395  -4.92633  3.61472  -0.023
C  -2.42042  -5.33632  2.33035  -0.025
C  -0.20491  -5.33063  1.14412  -0.028
H  -3.98695  1.27053  2.44754  0.092
H  -3.83218  0.76716  0.75681  0.083
H  -2.46318  1.51530  1.58246  0.066
H  -2.88049  -0.22984  4.31986  0.091
H  -1.41333  0.38146  3.53911  0.067
H  -1.62929  -1.36184  3.76973  0.086
H  -4.74613  -1.15225  2.89846  0.094
H  -3.63901  -2.49775  2.58383  0.081
H  -4.41570  -1.65728  1.23552  0.070
H  -2.34025  -1.02501  -1.68600  0.042
H  -3.84849  -1.01669  -0.73807  0.065
H  -3.89200  -1.29118  -2.48611  0.098
H  -1.34780  -3.16462  -2.45667  0.022
H  -2.79387  -3.45329  -3.43641  0.093
H  -2.24619  -4.68759  -2.28486  0.092
H  -5.19404  -3.13147  -0.54467  0.079
H  -4.45951  -4.68280  -0.97901  0.087
H  -5.05881  -3.60138  -2.24717  0.088
H  -0.90154  -4.48772  4.42327  0.088
H  0.66185  -4.43968  3.59631  0.068
H  -0.16978  -5.98758  3.82489  0.089
H  -2.97960  -4.93115  3.17662  0.085
H  -2.35590  -6.41971  2.45101  0.090
H  -2.96558  -5.11826  1.41262  0.074
H  0.75421  -4.81718  1.04479  0.053
H  -0.73532  -5.23883  0.19364  0.080
H  -0.01616  -6.38991  1.32841  0.095


Below is a 2-piece molecular cluster, C17H42N2O8P2 overall at a distorted geometry, with properties calculated with ωB97M-V with the def2-TZVPD basis set.

As for the net charge: 0. Its LUMO energy is -1.131 eV. The value obtained for the HOMO energy is -6.56 eV. The frontier orbital gap comes out at 5.43 eV. The calculated total energy comes out at -56241.7813 eV.

Last column: Löwdin charge in e.
Element x y z (Å)
C  3.27602  3.34990  0.68108  -0.009
C  2.56721  2.48207  1.80942  -0.407
O  2.44813  3.01517  2.94576  0.042
O  2.00771  1.19405  1.65713  -0.059
C  2.81352  0.31091  0.83765  -0.181
C  1.91594  -0.19693  -0.39307  -0.190
C  1.52570  0.87326  -1.47866  -0.208
C  0.39337  1.95224  -1.14286  -0.239
C  -0.64310  1.62484  0.00549  -0.324
P  -2.52149  1.70544  -0.45973  0.386
C  -2.39226  3.37979  -1.33678  -0.333
C  -1.80399  4.61549  -0.46432  -0.238
C  -3.01846  5.60538  -0.06785  -0.306
N  -2.79932  6.40080  1.17085  -0.044
C  -3.03848  2.49114  1.21352  -0.237
C  -3.59966  1.36686  2.23327  -0.468
O  -4.83925  1.26768  2.40730  0.001
O  -2.74175  0.52459  2.98957  0.000
P  -2.25688  0.47237  -2.27594  0.551
O  -1.97118  1.18572  -3.58854  -0.396
O  -1.10422  -0.81728  -2.03414  -0.276
O  -3.74436  -0.39325  -2.54956  -0.264
H  3.16095  2.86832  -0.35885  0.060
H  4.40275  3.32999  0.90603  0.101
H  2.84533  4.39625  0.59900  0.102
H  3.83655  0.71276  0.54524  0.131
H  3.01785  -0.62849  1.48190  0.121
H  1.04128  -0.80370  0.05454  0.092
H  2.56355  -0.99850  -0.92599  0.107
H  1.19464  0.32443  -2.43612  0.108
H  2.47828  1.45036  -1.78867  0.107
H  0.97168  2.90626  -0.82619  0.092
H  -0.03729  2.24185  -2.16894  0.097
H  -0.53167  0.56682  0.46567  0.066
H  -0.38255  2.31198  0.89701  0.077
H  -3.94351  1.68478  -0.78811  0.007
H  -2.73614  0.41001  0.21736  -0.026
H  -3.47599  3.70454  -1.58735  0.089
H  -1.83992  3.42120  -2.32298  0.062
H  -1.12986  5.24657  -1.16402  0.102
H  -1.13397  4.32016  0.40198  0.077
H  -3.09360  6.37068  -0.93070  0.117
H  -4.03850  5.09797  -0.02711  0.098
H  -2.71674  5.82303  2.01368  0.056
H  -1.98251  7.00248  1.01814  0.057
H  -2.23508  3.03775  1.79344  0.076
H  -3.94988  3.17421  1.03428  0.093
H  -3.32890  0.15466  3.69588  0.111
H  -1.00620  -0.98772  -1.07012  0.017
H  -3.96655  -0.80419  -1.68592  0.034
C  2.49580  -4.20239  -0.89866  0.014
N  1.84614  -5.49664  -0.43748  -0.349
C  2.62938  -6.65042  -1.02861  0.008
C  0.42882  -5.55499  -0.95024  0.026
C  1.89730  -5.63115  1.09367  -0.082
C  1.11602  -4.56632  1.85812  -0.218
O  1.62475  -3.27274  1.58078  -0.075
H  2.67358  -4.27596  -1.97298  0.113
H  1.81807  -3.37176  -0.71328  0.087
H  3.44050  -4.07875  -0.36869  0.117
H  2.59716  -6.57159  -2.11598  0.111
H  2.16746  -7.58384  -0.70390  0.110
H  3.65848  -6.58659  -0.67259  0.113
H  -0.11877  -4.68495  -0.58842  0.109
H  -0.03133  -6.47656  -0.59167  0.115
H  0.45625  -5.54201  -2.04128  0.118
H  2.95505  -5.59005  1.36639  0.141
H  1.50657  -6.62212  1.33319  0.139
H  1.21862  -4.75274  2.93101  0.136
H  0.05106  -4.59568  1.61360  0.123
H  1.11186  -2.63744  2.10435  0.117


Repeat the second record exactly.
Below is C3H4O2Sn as an isolated structure at a distorted geometry, with properties calculated with ωB97M-V with the def2-TZVPD basis set.

As for the net charge: 0. Its LUMO energy (spin up / spin down) is -0.042 / -0.042 eV. The value obtained for the HOMO energy (spin up / spin down) is -6.36 / -6.36 eV. The frontier orbital gap (spin up / spin down) comes out at 6.32 / 6.32 eV. The calculated total energy comes out at -13095.0937 eV.

Last column: Löwdin charge in e.
Element x y z (Å)
C  0.06309  0.86866  1.98420  -0.291
O  0.22646  0.77934  -1.36182  -0.249
C  -0.08041  -0.54537  -1.04812  -0.159
C  -0.23462  -0.87023  0.25538  -0.222
O  -0.90676  0.03598  1.02818  -0.528
Sn  -0.60995  1.99676  0.30616  1.065
H  0.47870  0.88587  -2.28254  0.120
H  0.13523  -1.27753  -1.82497  0.117
H  0.26647  -1.77090  0.62965  0.135
H  0.66178  -0.10258  2.31389  0.012